C68H145N7O15 as an isolated structure in a non-equilibrium geometry, computed with the ωB97M-V functional and the def2-TZVPD basis.

Last column: Mulliken charge in e.
Positions of all 235 atoms, in Å:
1 C -9.701909 -8.121956 -0.325311  -1.4494
2 C -8.503308 -7.170397 -0.607136  -0.1693
3 C -7.186470 -7.950247 -0.300805  -0.8357
4 N -5.930078 -7.109880 -0.432426  0.5513
5 C -4.863000 -8.231437 -0.534809  -0.9282
6 C -3.432387 -7.644849 -0.493910  -0.3536
7 C -3.219698 -6.842536 0.826000  -0.6446
8 C -4.285471 -5.790776 0.952132  0.3358
9 C -5.726266 -6.261158 0.810685  -1.0034
10 C -5.846773 -6.296706 -1.731768  -0.9022
11 H -9.568063 -9.107243 -0.778813  0.3951
12 H -10.688777 -7.752863 -0.596988  0.3606
13 H -9.698113 -8.513539 0.693545  0.3942
14 H -8.689856 -6.407870 0.150944  0.2370
15 H -8.472647 -6.759932 -1.614532  0.3806
16 H -7.030837 -8.495656 -1.231848  0.3811
17 H -7.195368 -8.483774 0.646438  0.4458
18 H -5.061644 -8.943378 0.265898  0.4023
19 H -5.045192 -8.748418 -1.476341  0.5050
20 H -2.724987 -8.473149 -0.481643  0.5469
21 H -3.352654 -7.053582 -1.405332  -0.0296
22 H -3.310027 -7.629842 1.575977  0.3740
23 H -2.213276 -6.422522 0.826067  0.0983
24 H -4.159709 -5.236421 1.882918  0.7088
25 H -4.218619 -5.030909 0.169743  -0.4649
26 H -6.107908 -6.874215 1.628141  0.4653
27 H -6.386666 -5.393597 0.818327  0.3845
28 H -6.629704 -5.556214 -1.884940  0.2239
29 H -5.946280 -7.071201 -2.492679  0.3782
30 H -4.877418 -5.830129 -1.891706  0.3489
31 C -4.974612 6.349047 1.430264  -1.4423
32 C -4.179120 6.041715 0.128193  -0.5461
33 C -2.866626 5.191640 0.377807  -0.5459
34 N -2.008336 4.741335 -0.816565  0.7308
35 C -0.664592 4.519483 -0.239201  -1.5259
36 C 0.243377 3.755247 -1.223295  0.0849
37 C -0.344965 2.564237 -1.945270  0.9566
38 C -1.782957 2.771468 -2.406958  -1.3591
39 C -2.654443 3.408598 -1.339097  -0.2185
40 C -1.959863 5.736941 -1.990015  -1.1867
41 H -4.478810 6.825020 2.275947  0.3628
42 H -5.336998 5.424384 1.884849  0.3501
43 H -5.916324 6.872824 1.266902  0.4000
44 H -3.777409 6.936809 -0.349612  0.3918
45 H -4.812218 5.621291 -0.654357  0.3410
46 H -3.053304 4.293418 0.967091  0.2687
47 H -2.254600 5.845151 0.999554  0.5503
48 H -0.802351 3.952297 0.683032  0.6398
49 H -0.159427 5.448680 0.022810  0.3183
50 H 1.155585 3.447352 -0.712925  -0.2463
51 H 0.402218 4.651770 -1.827445  0.2544
52 H -0.429221 1.749007 -1.225643  -1.0620
53 H 0.364032 2.248189 -2.711111  0.9595
54 H -2.234026 1.808601 -2.654773  0.4665
55 H -1.837463 3.255063 -3.384183  0.3964
56 H -2.741857 2.723542 -0.495258  -0.1080
57 H -3.690307 3.544930 -1.649782  0.4529
58 H -1.513827 5.255146 -2.857266  0.4862
59 H -1.347019 6.579480 -1.673652  0.3182
60 H -2.988945 5.997691 -2.229681  0.4151
61 C 3.560163 1.994138 1.734873  -0.8466
62 C 3.003548 0.519811 1.493739  0.3615
63 C 1.899307 0.472140 0.392490  0.4947
64 N 1.309560 -0.992068 0.188063  0.8983
65 C 0.688664 -1.524420 1.457345  -0.3639
66 C -0.139902 -2.823138 1.410009  -1.6258
67 C -1.234724 -2.764066 0.335566  -0.0216
68 C -0.604805 -2.232828 -0.949082  0.3487
69 C 0.237102 -0.936863 -0.864033  0.9662
70 C 2.395368 -1.959673 -0.348117  -0.2660
71 H 4.062853 1.841458 2.690899  0.5020
72 H 2.754754 2.679927 1.999019  0.4212
73 H 4.296527 2.364215 1.024727  -0.4301
74 H 2.559513 0.320037 2.468913  -0.3221
75 H 3.746583 -0.262262 1.346973  0.4211
76 H 2.186187 0.769029 -0.616840  -0.5304
77 H 0.989431 0.965223 0.737213  -0.0956
78 H -0.076418 -0.766710 1.645787  0.0994
79 H 1.449836 -1.516058 2.237599  0.4860
80 H -0.653444 -3.033572 2.347338  0.5537
81 H 0.514748 -3.657385 1.152550  0.3438
82 H -2.048531 -2.105973 0.645976  0.2532
83 H -1.642494 -3.761132 0.166152  0.0406
84 H -1.435653 -2.053214 -1.634688  0.2374
85 H -0.023432 -3.038636 -1.400162  -1.1397
86 H -0.405457 -0.116115 -0.541189  -0.9400
87 H 0.727506 -0.628318 -1.788379  0.4300
88 H 2.797806 -1.416931 -1.204024  0.0015
89 H 2.044134 -2.938446 -0.676087  0.0193
90 H 3.033681 -2.189815 0.505033  0.4243
91 C 0.571960 0.466495 5.061367  -1.5615
92 C 1.974861 0.964932 5.499975  1.0584
93 C 1.970447 1.637756 6.862109  -1.3296
94 N 3.277948 1.577009 7.668061  0.3773
95 C 3.050486 2.180805 9.026249  -0.7910
96 C 2.976968 3.724842 9.012855  -0.6191
97 C 4.007593 4.450854 8.152628  -1.1110
98 C 4.142411 3.785273 6.733713  -0.4517
99 C 4.355289 2.298060 6.800647  -0.3149
100 C 3.690393 0.118894 7.927146  -0.9707
101 H 0.579029 -0.176770 4.178911  0.2107
102 H -0.238330 1.173252 4.888219  0.3740
103 H 0.382874 -0.368100 5.739699  0.4346
104 H 2.477619 1.460023 4.668795  0.0070
105 H 2.519977 0.024230 5.594759  -0.3147
106 H 1.127237 1.317504 7.476369  0.4068
107 H 1.664394 2.683409 6.797405  0.6360
108 H 2.172038 1.735238 9.493301  0.4324
109 H 3.862778 1.745210 9.608415  0.4847
110 H 1.998299 4.179878 8.861182  0.3618
111 H 3.174878 3.957091 10.061349  0.3989
112 H 3.600705 5.452471 8.008926  0.3465
113 H 4.965522 4.662549 8.627513  0.4031
114 H 3.269031 4.018478 6.124228  0.2762
115 H 5.051636 4.234212 6.333812  0.4695
116 H 4.490701 1.800856 5.841660  0.0899
117 H 5.274079 2.253769 7.387958  0.5928
118 H 3.864091 -0.385565 6.974673  0.3327
119 H 2.955213 -0.488847 8.452390  0.3739
120 H 4.670886 0.015208 8.390902  0.3848
121 C -9.078853 0.722869 -4.303803  -1.2649
122 C -7.641892 0.993603 -3.704963  -0.4357
123 C -7.383752 -0.041511 -2.571224  -0.8578
124 N -6.094971 0.046603 -1.695215  0.8075
125 C -4.858796 -0.141727 -2.551714  -0.5133
126 C -4.731241 -1.547207 -3.170449  -1.5705
127 C -4.728922 -2.654575 -2.133031  0.5762
128 C -5.978650 -2.537903 -1.188709  -0.1711
129 C -6.129937 -1.062057 -0.615701  -0.7248
130 C -5.965055 1.407042 -1.107666  -1.1465
131 H -9.482002 1.605777 -4.799530  0.3876
132 H -9.758146 0.405156 -3.513586  0.3621
133 H -9.120868 0.005281 -5.123409  0.3374
134 H -7.553364 2.010791 -3.321708  0.3063
135 H -6.774943 0.936151 -4.364929  0.3715
136 H -7.381310 -1.061661 -2.950115  0.3563
137 H -8.203503 0.139910 -1.875860  0.5470
138 H -4.873685 0.617868 -3.332442  0.7456
139 H -4.006068 0.054600 -1.900004  0.0927
140 H -5.459627 -1.762127 -3.952991  0.3768
141 H -3.753179 -1.483551 -3.649857  0.5554
142 H -4.637588 -3.667951 -2.525093  0.3599
143 H -3.800816 -2.601820 -1.559766  -0.6027
144 H -6.871699 -2.864691 -1.723569  0.3822
145 H -5.811241 -3.318946 -0.446884  0.0344
146 H -7.087039 -1.062381 -0.096142  0.4432
147 H -5.279270 -0.902218 0.048335  0.2303
148 H -5.261604 1.418327 -0.273341  0.0465
149 H -6.894506 1.872906 -0.782873  0.3738
150 H -5.493258 2.089740 -1.814358  0.5503
151 C 5.687101 -4.771361 -1.644192  -1.6471
152 C 4.274550 -4.871757 -2.261685  -0.0824
153 C 4.019065 -3.678655 -3.207460  0.4429
154 N 3.657414 -4.099831 -4.646008  0.6663
155 C 2.423735 -4.993893 -4.718596  -1.1759
156 C 1.084416 -4.256919 -4.353463  0.2649
157 C 0.944968 -3.046847 -5.280043  -1.4978
158 C 2.160168 -2.142399 -5.180893  0.8116
159 C 3.456008 -2.849309 -5.551351  -1.0949
160 C 4.914419 -4.842690 -5.185208  -0.9028
161 H 5.874806 -5.462513 -0.823295  0.4264
162 H 5.860236 -3.752846 -1.292188  0.3552
163 H 6.559360 -4.885381 -2.291607  0.3505
164 H 3.596903 -4.778158 -1.414338  0.2342
165 H 4.080000 -5.824765 -2.751838  0.4365
166 H 4.866613 -2.993888 -3.206468  0.8746
167 H 3.165659 -3.076234 -2.898744  -1.3859
168 H 2.337213 -5.868798 -4.073145  0.4823
169 H 2.249569 -5.432579 -5.701488  0.5070
170 H 0.969712 -3.866181 -3.339410  -0.5443
171 H 0.165003 -4.843143 -4.322894  0.8119
172 H 0.029403 -2.496525 -5.059470  0.3835
173 H 0.807359 -3.411014 -6.301530  0.4316
174 H 1.982816 -1.741458 -4.182124  -0.8163
175 H 1.982941 -1.335738 -5.892931  0.6112
176 H 4.289968 -2.169058 -5.383616  0.6110
177 H 3.290989 -3.145058 -6.586912  0.4304
178 H 4.725091 -5.912118 -5.125653  0.3393
179 H 5.811591 -4.454494 -4.707845  0.2973
180 H 4.974045 -4.524032 -6.225396  0.3859
181 C 5.034157 9.720658 0.258676  -1.3824
182 C 5.457606 8.478680 -0.631163  -0.3696
183 C 4.842369 7.110866 -0.205156  -0.4604
184 N 5.122004 5.902265 -1.150455  0.5139
185 C 6.595952 5.354940 -1.181528  -0.4346
186 C 6.706894 4.081694 -2.033837  -0.9652
187 C 5.744014 2.987053 -1.497934  -0.7710
188 C 4.281044 3.536517 -1.520113  0.0810
189 C 4.165646 4.810528 -0.680631  -0.6398
190 C 4.690189 6.236098 -2.650592  -1.1956
191 H 5.185717 10.656560 -0.275458  0.3873
192 H 5.683333 9.693458 1.134827  0.3625
193 H 4.026403 9.619814 0.661319  0.3329
194 H 6.496962 8.593971 -0.931964  0.3629
195 H 4.804816 8.713364 -1.475958  0.2925
196 H 3.767804 7.225092 -0.058945  0.3606
197 H 5.136953 6.801641 0.800380  0.1078
198 H 6.724793 5.135129 -0.122059  0.3143
199 H 7.288279 6.143600 -1.471883  0.4988
200 H 7.699193 3.629949 -2.001570  0.5504
201 H 6.667874 4.408853 -3.074263  0.2647
202 H 6.064713 2.776606 -0.476370  0.2996
203 H 5.859277 2.025537 -1.997632  0.6675
204 H 3.642367 2.776943 -1.065622  -0.3240
205 H 3.849302 3.637558 -2.514867  0.3487
206 H 4.288878 4.764495 0.402955  0.2386
207 H 3.141360 5.187292 -0.718048  0.4845
208 H 5.569525 6.784916 -2.988101  0.4381
209 H 3.806542 6.869347 -2.689579  0.2839
210 H 4.676402 5.347545 -3.276553  0.4658
211 O 5.096367 4.350614 3.343808  -0.1082
212 C 5.952292 5.424066 3.225922  0.5718
213 O 5.858120 6.413596 3.972575  -0.7495
214 O 6.683516 5.430914 2.227305  -0.7460
215 H 4.892316 4.728199 4.214010  0.0770
216 O 1.413317 -5.833870 -1.376317  -0.4134
217 C 0.154050 -6.048627 -0.851962  0.6523
218 O -0.059958 -6.139455 0.360795  -0.7524
219 O -0.684130 -5.962108 -1.780178  -0.7888
220 H 0.700603 -5.723771 -2.040035  0.2167
221 O 4.878682 -0.601828 4.330267  -0.5160
222 C 4.228086 -1.742517 4.366701  0.6228
223 O 3.678473 -2.011336 3.300120  -0.6371
224 O 4.094546 -2.478245 5.343303  -0.7549
225 H 4.698772 -0.582081 3.377325  0.4035
226 O -2.979629 0.473677 3.200469  -0.5729
227 C -2.711279 0.841050 1.954809  0.6342
228 O -3.090400 0.155940 0.973797  -0.5567
229 O -2.195884 1.976466 1.836775  -0.7100
230 H -2.402535 1.161183 3.561524  0.3074
231 O 4.099584 1.648197 -4.249423  -0.5532
232 C 3.542415 0.677170 -3.444266  0.4336
233 O 2.284292 0.692771 -3.286954  -0.5350
234 O 4.243113 -0.194915 -2.994643  -0.6545
235 H 3.303655 2.181958 -4.352280  0.3036

Forces on the atoms, in the same order (eV/Å):
C 0.7318 -1.3082 -0.4046
C -0.4207 -0.9362 1.9566
C -1.1324 2.0811 -2.6768
N 0.6253 0.2785 0.4460
C 1.1974 0.8701 0.2658
C -1.0014 -0.0010 0.6727
C -0.2917 -1.0097 -1.5450
C -0.4577 0.5913 0.0643
C 0.0809 -0.4483 0.4666
C -0.2898 -1.2060 0.0270
H -0.0437 0.1955 -0.9352
H 0.2044 0.2017 0.0774
H -0.1155 0.9524 0.4788
H 0.4965 0.6047 -0.3301
H -0.2414 -0.0631 0.0975
H -0.5359 -1.3059 0.6542
H 0.1882 -0.0926 -0.2770
H 0.0001 0.2126 0.1751
H -0.0994 0.1134 -0.0098
H 0.0263 0.0708 -0.4461
H 0.8019 0.0290 0.1429
H 0.0789 0.3766 0.5693
H 0.0811 -0.0249 0.1007
H -0.2815 -0.0290 0.1090
H 0.6774 0.0978 -0.1317
H 0.4299 -0.1825 0.1371
H -0.1772 -0.0879 -0.5613
H -0.1149 -0.1534 0.6075
H -0.0900 0.2415 -0.2761
H -0.0102 -0.1560 0.5644
C -0.3593 -1.0507 0.0113
C 1.2996 -0.0160 -0.1569
C -1.1740 0.9130 0.3930
N -2.0093 0.1864 -0.5526
C 0.7986 -2.2701 0.6877
C -0.6141 1.5891 0.3292
C -0.3715 -0.1563 0.6571
C -0.1446 -0.1043 -0.9216
C 0.9857 -0.0207 0.3063
C -0.1701 -0.7159 0.9959
H 0.5473 0.3194 -0.5231
H 0.1945 -0.3690 -0.1953
H 0.2998 0.3714 -0.4547
H -0.3737 0.4483 0.2804
H -0.2356 -0.3738 0.2788
H 0.0551 -0.1493 -0.1382
H 0.2952 -0.1079 -0.1417
H -0.2815 -0.0614 0.0307
H -0.5117 0.2691 -0.1050
H 0.0946 0.3268 -0.0436
H 1.1098 -0.7665 -1.1909
H 0.3565 -0.0004 0.1063
H -0.2497 -0.1659 -0.2081
H 0.0188 -0.2340 0.3086
H 0.0197 0.5271 0.1188
H 0.5079 0.1054 0.4738
H 0.1725 0.8441 -0.2253
H 0.0532 0.0125 0.2289
H -0.2673 0.1208 -0.0732
H 0.1739 0.2200 0.0524
C 0.0209 -2.1272 0.6127
C -0.9758 1.5534 -0.5972
C -0.2555 -2.0561 0.9564
N 0.6108 -1.7880 -0.7792
C -1.1408 0.8212 0.6668
C 0.4144 -0.3516 -1.2705
C 0.7474 0.7297 0.2151
C -0.0534 -0.1032 -0.6245
C -0.5964 0.1026 0.7032
C -0.3903 0.8624 0.7279
H 0.4653 0.4619 -0.0954
H -0.0638 0.1746 -0.5469
H -0.3020 0.0921 -0.0349
H -0.2562 -0.4689 -0.2102
H 0.2351 0.3639 -0.1387
H 0.1798 0.1160 0.0286
H 0.1550 0.5126 -0.0982
H 0.1749 0.4028 0.5025
H 0.0659 -0.2263 -0.0561
H 0.6466 0.2466 0.3553
H -0.0483 -0.2455 0.3333
H 0.0033 0.1694 0.1024
H 0.1193 -0.0813 -0.0820
H 0.1621 0.2709 -0.3801
H 0.1205 0.0000 -0.0537
H -0.2303 -0.0508 0.0010
H -0.0384 -0.2231 -0.1845
H 0.7114 -0.1214 0.1950
H -0.7893 0.2522 0.0782
H 0.5226 0.4140 -0.2544
C 0.5407 -1.1282 0.1284
C -0.2970 -1.2445 -0.6462
C -0.5626 0.8302 0.0685
N -0.7909 -1.2502 -1.0307
C 0.3491 0.6491 -0.4704
C 0.7656 -0.3367 1.3594
C -0.7797 -0.0820 -1.0602
C -0.3103 0.8363 0.9438
C 0.5788 0.1749 1.9118
C 0.4671 -0.2619 -1.5343
H 0.6964 0.5726 -0.5985
H 0.0836 0.1422 0.6051
H -0.9743 0.5761 0.6691
H 0.0443 0.6611 0.3874
H 0.1879 0.0173 -0.0350
H 0.4175 -0.9866 0.2300
H 0.6825 0.2984 -0.2435
H -0.2594 -0.0098 -0.4782
H 0.3245 0.7727 0.1574
H -0.2454 -0.6715 -0.4042
H 0.0065 0.2297 0.0985
H 0.0768 0.0529 -0.2154
H 0.1318 -0.7068 0.0477
H 0.1495 0.3116 -0.1350
H -0.1880 -0.1298 -0.5890
H -0.2891 -0.2338 0.1905
H 0.1251 -0.8463 -0.0688
H -0.2111 0.0663 -0.1817
H -0.2750 0.6303 0.1794
H -0.1580 0.7128 0.4053
C 1.0331 0.3737 -0.2892
C 0.5357 -0.6538 0.3777
C -0.0842 0.6145 0.4613
N -0.5511 -0.1779 -0.8054
C -0.2117 -0.9139 -0.1020
C 0.4334 0.2700 0.0056
C -0.3027 0.2051 0.9594
C 1.1917 0.6926 -1.2598
C 0.2280 -1.6957 -0.4889
C 0.4880 0.8084 0.6844
H 0.0880 0.2827 0.4519
H -0.0419 0.0861 -0.0516
H 0.4224 -0.4357 0.3424
H -0.4278 -0.0157 0.2860
H -0.5094 -0.1894 -0.7861
H -0.2610 0.1265 0.0011
H 0.0904 -0.5666 0.2867
H -0.1275 0.0005 0.0681
H -0.0038 -0.0641 0.1741
H -0.1217 0.3141 -0.0316
H -0.0047 -0.2737 -0.2463
H -0.4248 0.1487 -0.5571
H -0.0936 0.4023 0.4318
H -0.1282 0.2411 -0.1163
H -0.2319 0.6442 0.7427
H 0.1052 0.7109 0.0685
H -0.0657 0.4482 0.1122
H -0.0651 -0.5725 0.1836
H -0.2193 -0.5313 -0.0697
H -0.3147 -0.2455 -0.4280
C 0.5355 0.2717 -0.1821
C 0.8399 0.6819 0.2980
C -1.2374 -0.1795 0.0097
N 1.3403 -0.4392 -0.4230
C -2.5380 0.0217 0.9406
C 0.2622 1.5792 -0.2726
C -0.4837 -0.9920 -0.7089
C -1.5290 0.0485 0.1039
C -1.3076 0.1151 1.7119
C -1.3849 0.8098 -0.7008
H -0.3825 0.0498 0.0641
H -0.3471 0.0146 0.4492
H -0.3303 -0.3940 -0.6398
H -0.2630 -0.2978 -0.2586
H 0.0407 -0.0212 0.1555
H 0.0081 -0.0457 -0.5921
H 0.0724 -0.1001 0.1786
H 1.5044 0.1280 0.4397
H 0.7057 0.5519 -0.4131
H 1.0918 -0.0636 0.3525
H 0.4436 -0.8522 -0.7855
H 0.0761 0.1688 0.1530
H 0.0459 -0.0693 -0.2266
H 1.3599 0.4999 0.0987
H 0.4268 0.2428 0.1212
H 0.2452 -0.3371 -0.1911
H 0.6682 -0.4258 0.0493
H 0.4240 0.1049 0.2448
H -0.2187 -0.3666 0.3622
H 0.0621 -0.4438 -0.0960
C 1.1830 -1.7621 0.8644
C -2.6830 0.9309 -0.5948
C 1.7059 0.2244 0.6492
N -1.7144 0.2917 -2.0178
C -0.8924 -0.3251 1.2302
C 0.0218 -0.0236 0.2923
C -0.4349 1.0635 -0.8046
C 0.7392 -0.9771 1.2280
C -0.0666 0.2345 -0.0519
C 2.0466 0.4492 1.5242
H -0.1343 -0.1518 -0.0461
H -0.0156 0.3861 0.1045
H -0.1530 0.1035 -0.3618
H 0.0161 -0.6646 0.2499
H 0.6769 -0.0704 -0.8593
H -0.1572 -0.0467 -0.8336
H 0.7720 -0.3029 -0.1080
H 0.4443 -0.0077 0.2434
H -0.3508 0.1607 -0.1044
H 0.2889 0.5331 0.5203
H -0.7311 -0.5716 -0.2586
H -0.2089 0.2676 0.2300
H -0.2561 0.2194 -0.4518
H -0.1153 0.0502 0.2022
H 0.3862 0.2309 -0.0831
H 0.7443 -0.8262 -0.0069
H 0.0187 0.4174 -0.6226
H -0.3272 0.3920 -0.2710
H -0.0392 -0.3032 0.1987
H -0.4465 -0.0327 0.4622
O -0.0352 0.4817 1.6789
C 1.8305 2.6545 -3.2563
O -1.1664 -0.9447 1.7804
O 0.5179 -1.1099 -1.4874
H -1.5922 -1.0987 0.6992
O 0.2871 -0.2222 0.9310
C -0.8691 -0.0034 5.1458
O 0.2593 -0.3253 -0.3404
O -2.0334 -0.1944 -1.2179
H 1.9321 1.0408 -4.6428
O 1.6613 2.2781 0.4692
C -2.2617 -4.0619 2.0400
O -1.3821 -0.0873 -3.9459
O 0.9471 0.9271 2.1172
H 0.6674 1.4319 -0.6394
O 0.5508 -0.6668 0.9423
C -1.2335 0.7619 -3.4169
O -0.3236 -0.7877 0.1941
O 1.0462 0.9800 0.0395
H -0.3135 0.0242 1.3923
O -0.4874 0.2734 0.4069
C -1.7394 -0.9625 -0.0718
O -0.6119 1.3979 -0.1742
O 2.3587 -1.3652 0.6794
H 0.0795 0.4423 -0.6059

Summary:
Kohn-Sham gap (eV): 5.74
Total charge: +2
M (g mol⁻¹): 1300.9
Total energy (eV): -113991.1859
Energy relative to the best compared isomer or geometry (same formula, charge and spin) (eV): 3.370